Record 1
Here is the molecule C6H5NO2 at a distorted geometry from OMol25. Energies are from the ωB97M-V functional and the def2-TZVPD basis.

Geometry as XYZ:
```
14
Properties=species:S:1:pos:R:3:forces:R:3
C 2.486155 -1.543259 0.115050 -2.5 0.7 -0.6
C -3.462098 1.067440 1.306155 -1.2 0.6 0.0
C 1.511495 -0.854555 -0.175741 2.2 -1.9 1.3
C -2.284897 0.834563 1.222519 1.3 -0.7 -1.8
C -1.013475 0.362041 0.804578 -0.7 -1.1 4.3
C 0.630472 -0.164906 -0.875089 -2.4 2.6 -1.5
N 1.104906 0.432370 -2.063970 2.2 -0.7 1.6
O -0.511849 0.463126 -0.372697 1.4 0.0 -2.6
O -0.396419 -0.439135 1.758425 -0.5 0.9 -1.1
H 3.373497 -1.662496 0.581413 2.4 -0.6 1.1
H -4.501123 1.363347 1.305486 0.6 -0.2 0.3
H 0.474827 0.576381 -2.787959 -1.2 0.1 -1.5
H 2.050453 0.060865 -2.336717 -1.8 0.6 0.3
H 0.538056 -0.495782 1.518545 0.3 -0.3 0.2
```
Positions in Å, forces in eV/Å.

E = -11880.6133 eV
max |F| = 4.5 eV/Å
energy relative to the best compared isomer or geometry (same formula, charge and spin) = 182.9 kcal/mol
2S+1 = 1
orbital gap (spin up / spin down) = 7.84 / 6.18 eV

Record 2
Here is the molecule C6H5NO2 at a distorted geometry from OMol25. Energies are from the ωB97M-V functional and the def2-TZVPD basis.

Geometry as XYZ:
```
14
Properties=species:S:1:pos:R:3:forces:R:3
C -0.563590 1.281198 -0.087651 1.6 5.3 -3.1
C -1.479263 -0.671440 -0.758598 -0.1 1.3 -0.2
C -0.336745 -0.987903 -0.194631 0.9 -0.2 1.1
C 0.685406 -1.974888 0.290635 -1.0 -4.3 0.9
C 1.877098 -1.160136 0.660592 0.7 0.7 0.3
C 1.450755 0.124809 0.857235 1.1 0.4 -2.2
H -2.193910 -1.166438 -1.328686 -1.0 -0.7 -0.6
H 0.989848 -2.952772 -0.283921 -0.9 2.2 0.4
H 0.222847 -2.498367 1.263739 0.9 1.2 -1.7
H 2.882865 -1.713547 0.609033 -1.6 1.6 0.8
H 1.947098 1.147872 0.918996 -0.5 -1.8 0.4
N 0.114404 0.219935 0.315786 3.4 -0.1 2.6
O -0.176614 2.516729 -0.323395 -1.9 -5.3 2.2
O -1.629828 0.730004 -0.676000 -1.7 -0.4 -0.7
```
Positions in Å, forces in eV/Å.

E = -11885.4901 eV
SMILES = O=c1occ2n1C=CC2
max |F| = 6.3 eV/Å
energy relative to the best compared isomer or geometry (same formula, charge and spin) = 70.4 kcal/mol
2S+1 = 1
orbital gap = 9.01 eV

Record 3
Here is the molecule C6H5NO2S at a distorted geometry from OMol25. Energies are from the ωB97M-V functional and the def2-TZVPD basis.

Geometry as XYZ:
```
15
Properties=species:S:1:pos:R:3:forces:R:3
C -1.766316 0.824949 0.399338 -1.5 2.1 -1.2
C -2.085715 2.012853 0.038095 0.3 -2.3 1.1
C 0.416894 0.109663 1.418089 -1.7 1.6 -0.3
C -0.806256 -0.219597 0.441306 2.7 1.9 2.1
C 0.421257 0.572514 -0.042228 -0.5 2.3 1.9
C 1.319453 0.130857 -1.123425 -2.0 -3.3 -1.5
N -0.911947 -1.502517 -0.083439 -1.8 -3.3 -0.4
O -1.986977 -1.820427 -0.564714 -0.2 0.6 -0.2
O 0.002153 -2.303132 0.016066 0.6 0.6 0.2
S -0.366954 2.377917 -0.267527 1.0 -0.7 -0.3
H 0.317169 0.715235 2.408408 -0.5 -0.4 -2.5
H 0.989448 -0.705363 1.688683 1.2 -1.9 -0.2
H 2.289065 0.524268 -1.119095 1.4 0.5 0.3
H 0.859537 0.320020 -2.128091 0.3 0.2 0.9
H 1.309194 -1.037246 -1.081468 0.7 2.0 0.0
```
Positions in Å, forces in eV/Å.

E = -22714.2095 eV
SMILES = C[C@]12C[C@@]1([N+](=O)[O-])C1=S2#C1
max |F| = 4.1 eV/Å
energy relative to the best compared isomer or geometry (same formula, charge and spin) = 162.3 kcal/mol
2S+1 = 1
orbital gap = 8.03 eV

Please write out number 2 again, unchanged.
Here is the molecule C6H5NO2 at a distorted geometry from OMol25. Energies are from the ωB97M-V functional and the def2-TZVPD basis.

Geometry as XYZ:
```
14
Properties=species:S:1:pos:R:3:forces:R:3
C -0.563590 1.281198 -0.087651 1.6 5.3 -3.1
C -1.479263 -0.671440 -0.758598 -0.1 1.3 -0.2
C -0.336745 -0.987903 -0.194631 0.9 -0.2 1.1
C 0.685406 -1.974888 0.290635 -1.0 -4.3 0.9
C 1.877098 -1.160136 0.660592 0.7 0.7 0.3
C 1.450755 0.124809 0.857235 1.1 0.4 -2.2
H -2.193910 -1.166438 -1.328686 -1.0 -0.7 -0.6
H 0.989848 -2.952772 -0.283921 -0.9 2.2 0.4
H 0.222847 -2.498367 1.263739 0.9 1.2 -1.7
H 2.882865 -1.713547 0.609033 -1.6 1.6 0.8
H 1.947098 1.147872 0.918996 -0.5 -1.8 0.4
N 0.114404 0.219935 0.315786 3.4 -0.1 2.6
O -0.176614 2.516729 -0.323395 -1.9 -5.3 2.2
O -1.629828 0.730004 -0.676000 -1.7 -0.4 -0.7
```
Positions in Å, forces in eV/Å.

E = -11885.4901 eV
SMILES = O=c1occ2n1C=CC2
max |F| = 6.3 eV/Å
energy relative to the best compared isomer or geometry (same formula, charge and spin) = 70.4 kcal/mol
2S+1 = 1
orbital gap = 9.01 eV